A structure of composition CH2ClO3S in a non-equilibrium geometry, computed with ωB97M-V/def2-TZVPD.

## Properties
max |F| = 3.6 eV/Å
HOMO-LUMO gap = 7.848 eV
charge = -1

Each line ends with the Löwdin charge.
Cartesian coordinates (Å):
1 Cl 1.891 -0.095 1.973  -0.0663
2 S -1.496 0.415 0.434  0.6297
3 O -1.795 1.641 -0.253  -0.5241
4 O -1.983 -0.674 -0.466  -0.5503
5 O 1.118 0.325 -0.844  -0.0571
6 C 0.415 -0.116 0.207  -0.5188
7 H 1.579 -0.384 -1.305  0.1041
8 H 0.271 -1.111 0.253  -0.0172